[1]
H16O9V | ωB97M-V/def2-TZVPD

Geometry as XYZ:
```
26
Properties=species:S:1:pos:R:3
O -12.54 -19.70 -16.84
V -11.78 -18.77 -15.75
O -12.17 -16.80 -16.53
H -12.37 -15.93 -16.17
H -12.49 -16.76 -17.43
O -15.08 -21.90 -17.22
H -14.21 -22.03 -16.85
H -15.66 -22.41 -16.65
O -11.82 -18.33 -19.29
H -12.46 -18.84 -19.78
H -10.98 -18.74 -19.49
O -10.90 -17.58 -14.12
H -9.96 -17.76 -14.04
H -11.09 -16.97 -13.40
O -14.68 -18.04 -17.54
H -15.16 -18.61 -18.14
H -15.31 -17.82 -16.86
O -13.65 -18.33 -14.67
H -13.99 -19.02 -14.10
H -14.29 -17.63 -14.62
O -10.91 -20.38 -14.63
H -11.08 -20.61 -13.72
H -10.02 -20.70 -14.79
O -9.89 -18.66 -16.88
H -8.96 -18.55 -16.67
H -9.90 -18.81 -17.83
```

Values from the calculation:
2S+1 = 3
highest occupied orbital energy (alpha / beta) = -21.0 / -21.0 eV
frontier orbital gap (alpha / beta) = 8.9 / 3.4 eV
⟨S²⟩ = 2.07
E_LUMO (alpha / beta) = -12.1 / -17.6 eV
total charge = +3
relative energy (zero: lowest compared OMol25 entry of this formula, charge and spin) = 0.0 kcal/mol
E = -44343.3465 eV

[2]
H17O9 | ωB97M-V/def2-TZVPD

Geometry as XYZ:
```
26
Properties=species:S:1:pos:R:3
O -0.21 -0.22 -0.65
H 0.27 0.22 0.10
O -1.06 1.58 -2.29
H -0.34 1.67 -2.88
H -0.93 0.97 -1.56
O 0.72 -2.29 1.13
H 0.63 -1.53 0.28
H 0.13 -2.13 1.88
O -1.94 -2.29 -1.42
H -2.49 -1.77 -2.02
H -1.29 -1.41 -1.28
O 2.57 1.54 -0.28
H 2.14 1.41 0.55
H 2.26 0.91 -0.94
O 1.66 -0.76 -2.47
H 0.81 -0.67 -1.90
H 2.25 -1.27 -1.91
O -0.25 -0.84 2.71
H 0.54 -0.34 2.89
H -0.69 -0.36 1.98
O 0.69 1.99 1.57
H 0.09 2.61 1.25
H 0.82 2.63 2.23
O -2.39 -0.18 1.12
H -2.29 0.74 1.47
H -1.71 -0.20 0.46
```

Values from the calculation:
highest occupied orbital energy = -6.0 eV
frontier orbital gap = 8.3 eV
E_LUMO = 2.4 eV
total charge = -1
relative energy (zero: lowest compared OMol25 entry of this formula, charge and spin) = 66.8 kcal/mol
E = -18703.6267 eV

[3]
H17O9 | ωB97M-V/def2-TZVPD

Geometry as XYZ:
```
26
Properties=species:S:1:pos:R:3
O -0.16 0.36 -0.16
H 0.44 -0.44 -0.04
O -2.43 1.72 -0.69
H -2.13 2.50 -1.23
H -1.59 1.30 -0.61
O 0.54 2.17 -1.93
H 1.35 2.48 -1.56
H 0.30 1.41 -1.37
O -1.42 -0.94 -2.10
H -1.08 -0.32 -1.39
H -0.71 -0.90 -2.79
O 1.77 1.61 1.11
H 1.01 1.18 0.61
H 1.34 2.43 1.31
O 1.15 -2.41 -1.29
H 1.33 -2.60 -0.40
H 0.20 -2.14 -1.37
O -1.15 -1.90 1.10
H -2.02 -2.11 0.82
H -1.09 -1.03 0.76
O -1.03 1.02 2.20
H -0.40 1.71 2.44
H -0.72 0.63 1.34
O 2.06 -2.19 1.46
H 2.91 -1.77 1.59
H 1.54 -1.76 2.15
```

Values from the calculation:
highest occupied orbital energy = -6.8 eV
frontier orbital gap = 10.0 eV
E_LUMO = 3.3 eV
total charge = -1
relative energy (zero: lowest compared OMol25 entry of this formula, charge and spin) = 17.0 kcal/mol
E = -18705.7884 eV

[4]
H17O9 | ωB97M-V/def2-TZVPD

Geometry as XYZ:
```
26
Properties=species:S:1:pos:R:3
O -2.07 1.34 -1.41
H 0.15 0.26 4.08
H -0.37 -3.13 0.53
O 1.90 -2.25 -2.28
H 1.92 -1.43 -1.80
O 1.69 -0.07 1.23
H 0.95 -0.59 0.87
H 1.41 0.84 1.15
O -0.39 -0.29 -0.64
H -0.62 2.34 -0.42
H -1.87 -1.08 1.55
O -0.96 -3.02 -0.22
H -1.37 0.64 -1.02
H 0.44 0.18 -0.56
O 0.28 2.31 -0.04
H -1.01 -0.14 0.70
H 0.28 2.85 0.74
O 0.83 -0.38 3.89
H 0.82 -0.63 2.95
H 0.97 -2.45 -2.19
O 1.09 1.99 -2.69
H 0.87 1.48 -1.90
H 0.22 2.23 -3.02
O -1.31 -0.31 1.69
H -1.00 -2.05 -0.36
H -2.86 1.37 -0.87
```

Values from the calculation:
highest occupied orbital energy = -6.5 eV
frontier orbital gap = 9.7 eV
E_LUMO = 3.2 eV
total charge = -1
relative energy (zero: lowest compared OMol25 entry of this formula, charge and spin) = 19.7 kcal/mol
E = -18705.6723 eV

[5]
H18NO12 | ωB97M-V/def2-TZVPD

Geometry as XYZ:
```
31
Properties=species:S:1:pos:R:3
N -0.82 1.26 0.50
O -1.14 2.07 -0.35
O 0.41 1.13 0.74
O -1.51 0.22 0.49
O 2.50 0.21 -0.90
H 1.87 0.67 -0.37
H 2.06 -0.38 -1.56
O -0.19 -1.10 -2.15
H 0.07 -1.49 -1.37
H 0.13 -1.71 -2.77
O 0.17 -2.21 0.27
H -0.11 -1.41 0.65
H 0.89 -2.30 0.85
O 0.46 -0.46 2.93
H 1.25 -0.66 2.40
H 0.12 0.34 2.53
O -1.85 1.00 -2.69
H -1.36 0.21 -2.43
H -1.82 1.46 -1.87
O -2.64 -2.19 -0.98
H -2.91 -1.29 -0.95
H -1.77 -2.23 -1.38
O -1.77 -1.88 2.19
H -1.17 -1.45 2.81
H -2.06 -1.16 1.58
O 2.72 1.59 2.76
H 2.50 0.85 2.22
H 2.42 2.33 2.20
O 1.43 3.16 -1.68
H 1.45 2.56 -2.42
H 0.67 2.84 -1.26
```

Values from the calculation:
highest occupied orbital energy = -7.0 eV
frontier orbital gap = 9.6 eV
E_LUMO = 2.6 eV
total charge = -1
relative energy (zero: lowest compared OMol25 entry of this formula, charge and spin) = 65.6 kcal/mol
E = -26350.6018 eV

[6]
H18O9 | ωB97M-V/def2-TZVPD

Geometry as XYZ:
```
27
Properties=species:S:1:pos:R:3
O 1.14 0.79 -0.06
H 0.88 0.25 -0.83
H 2.02 1.00 -0.14
O -1.00 2.86 0.78
H -1.60 3.63 0.64
H -0.36 2.84 0.13
O -1.63 1.10 1.07
H -1.14 0.31 1.06
H -2.32 0.98 1.74
O 0.44 -0.69 -3.51
H 0.66 -1.42 -2.86
H -0.51 -0.62 -3.63
O -0.45 -1.31 2.98
H 0.38 -1.46 3.34
H -1.20 -1.17 3.62
O -3.39 -0.43 -0.60
H -3.92 -0.19 0.16
H -2.80 -0.99 -0.21
O 1.34 -0.86 2.03
H 1.70 -1.04 1.12
H 1.87 -1.29 2.61
O 1.91 1.05 -1.91
H 1.67 1.95 -2.07
H 2.59 0.79 -2.43
O 1.27 -1.67 -0.99
H 2.00 -2.24 -1.12
H 0.44 -2.15 -0.93
```

Values from the calculation:
SMILES = O.O.O.O.O.O.O.O.O
highest occupied orbital energy = -8.1 eV
frontier orbital gap = 8.1 eV
E_LUMO = 0.0 eV
relative energy (zero: lowest compared OMol25 entry of this formula, charge and spin) = 203.2 kcal/mol
E = -18713.3238 eV

[7]
H18O9 | ωB97M-V/def2-TZVPD

Geometry as XYZ:
```
27
Properties=species:S:1:pos:R:3
O -30.00 19.63 -7.75
H -30.12 18.70 -7.52
H -29.53 19.63 -8.59
O -30.69 15.16 -3.93
H -31.14 14.49 -4.44
H -31.37 15.78 -3.63
O -27.67 18.21 -5.74
H -27.83 18.42 -6.67
H -28.33 18.73 -5.25
O -29.48 21.88 -6.07
H -29.49 21.11 -6.69
H -30.06 22.54 -6.48
O -28.80 18.09 -1.76
H -29.34 18.18 -2.56
H -27.88 18.12 -2.07
O -32.48 17.47 -3.28
H -32.63 17.94 -2.46
H -33.34 17.10 -3.52
O -30.13 19.10 -4.08
H -30.89 18.50 -4.17
H -30.47 19.99 -4.23
O -28.13 21.17 -2.27
H -28.23 20.21 -2.17
H -28.92 21.54 -1.87
O -30.65 22.27 -3.44
H -31.49 22.34 -3.90
H -29.98 22.14 -4.14
```

Values from the calculation:
SMILES = O.O.O.O.O.O.O.O.O
highest occupied orbital energy = -10.5 eV
frontier orbital gap = 10.3 eV
E_LUMO = -0.2 eV
relative energy (zero: lowest compared OMol25 entry of this formula, charge and spin) = 44.9 kcal/mol
E = -18720.1884 eV

[8]
H18O9 | ωB97M-V/def2-TZVPD

Geometry as XYZ:
```
27
Properties=species:S:1:pos:R:3
O -0.22 -0.13 0.58
H -0.29 0.68 0.07
H -1.02 -0.62 0.37
O -0.37 -1.50 -1.46
H -1.16 -1.88 -1.85
H -0.16 -0.75 -2.03
O 3.55 -3.06 -0.94
H 3.33 -3.92 -1.33
H 2.92 -2.46 -1.34
O -3.00 0.75 -1.87
H -3.52 -0.03 -1.65
H -2.55 0.97 -1.05
O 4.64 0.92 0.05
H 4.71 1.72 -0.47
H 4.09 0.34 -0.49
O 2.20 -1.87 2.70
H 1.30 -1.53 2.85
H 2.37 -1.67 1.77
O -4.75 -2.83 0.24
H -4.91 -2.46 1.11
H -4.54 -2.06 -0.30
O -3.25 2.67 1.58
H -3.06 3.03 2.45
H -4.07 3.10 1.32
O 1.66 4.92 -0.62
H 1.26 4.56 -1.42
H 1.64 4.18 0.00
```

Values from the calculation:
SMILES = O.O.O.O.O.O.O.O.O
highest occupied orbital energy = -10.8 eV
frontier orbital gap = 10.4 eV
E_LUMO = -0.4 eV
relative energy (zero: lowest compared OMol25 entry of this formula, charge and spin) = 79.6 kcal/mol
E = -18718.6837 eV

[9]
H18O9 | ωB97M-V/def2-TZVPD

Geometry as XYZ:
```
27
Properties=species:S:1:pos:R:3
O 2.98 -2.01 1.00
H 3.45 -1.77 0.12
H 3.69 -1.57 1.51
O -0.13 0.30 0.76
H 0.06 -0.08 -0.06
H 0.47 1.01 0.84
O -1.41 -2.38 -2.42
H -2.23 -2.61 -2.19
H -1.05 -2.11 -1.52
O -0.47 3.59 1.55
H -1.30 3.23 2.07
H -1.01 4.19 1.01
O 1.86 2.17 1.30
H 2.02 2.35 2.36
H 1.84 3.01 0.97
O -1.25 -1.90 3.76
H -0.64 -2.59 3.54
H -0.99 -0.97 3.69
O -2.56 0.88 -0.11
H -2.04 0.89 0.70
H -3.37 0.58 0.14
O -0.10 -1.04 -4.03
H -0.81 -0.66 -4.53
H -0.22 -1.85 -4.26
O 1.15 0.29 -1.92
H 0.79 0.28 -1.05
H 0.72 -0.42 -2.52
```

Values from the calculation:
SMILES = O.O.O.O.O.O.O.O.O
highest occupied orbital energy = -10.6 eV
frontier orbital gap = 10.9 eV
E_LUMO = 0.3 eV
relative energy (zero: lowest compared OMol25 entry of this formula, charge and spin) = 121.5 kcal/mol
E = -18716.8683 eV

[10]
H18O9 | ωB97M-V/def2-TZVPD

Geometry as XYZ:
```
27
Properties=species:S:1:pos:R:3
H 1.04 0.65 -0.30
H -0.31 -0.03 -0.10
H -0.66 0.65 2.89
H -1.62 -0.33 3.55
H -4.25 0.25 -1.30
H -3.08 1.03 -1.88
H 5.61 0.00 0.82
H 4.96 -0.87 -0.24
H -2.04 -2.29 0.34
H -3.01 -1.11 0.33
H 0.76 -1.96 3.70
H 0.71 -0.75 2.78
H -0.08 -1.52 -3.69
H 0.86 -0.36 -3.99
H 1.30 -1.56 -1.27
H 2.41 -1.27 -0.27
H -1.53 3.81 -0.89
H -1.30 4.87 0.17
O 0.10 0.84 -0.15
O -0.68 -0.15 3.43
O -3.51 0.16 -1.91
O 5.25 0.03 -0.08
O -2.37 -1.58 -0.22
O 0.20 -1.52 3.05
O 0.46 -0.85 -3.26
O 1.45 -1.27 -0.37
O -0.87 4.44 -0.58
```

Values from the calculation:
highest occupied orbital energy = -7.3 eV
frontier orbital gap = 7.6 eV
E_LUMO = 0.3 eV
relative energy (zero: lowest compared OMol25 entry of this formula, charge and spin) = 175.6 kcal/mol
E = -18714.5226 eV

[11]
H18O9 | ωB97M-V/def2-TZVPD

Geometry as XYZ:
```
27
Properties=species:S:1:pos:R:3
O -1.41 -6.87 -24.83
H -2.04 -7.08 -25.52
H -1.74 -6.00 -24.64
O -2.41 -10.28 -23.47
H -2.20 -9.36 -23.29
H -1.52 -10.58 -23.56
O -1.80 -6.29 -19.96
H -1.14 -5.67 -19.78
H -2.47 -5.91 -19.43
O -2.21 -5.04 -22.79
H -2.93 -4.64 -23.18
H -2.43 -5.43 -21.86
O 0.69 -9.35 -20.79
H 0.16 -8.88 -21.39
H 0.85 -10.25 -21.19
O -4.12 -7.72 -22.56
H -4.34 -8.09 -21.75
H -3.22 -7.87 -22.46
O -0.23 -8.12 -17.98
H -0.80 -7.62 -18.43
H 0.19 -8.68 -18.70
O 1.11 -7.46 -25.74
H 0.24 -7.34 -25.51
H 1.69 -7.36 -24.92
O -1.38 -7.91 -22.10
H -1.67 -7.56 -21.27
H -1.20 -7.32 -22.90
```

Values from the calculation:
SMILES = O.O.O.O.O.O.O.O.O
highest occupied orbital energy = -11.1 eV
frontier orbital gap = 10.7 eV
E_LUMO = -0.3 eV
relative energy (zero: lowest compared OMol25 entry of this formula, charge and spin) = 75.1 kcal/mol
E = -18718.8803 eV

[12]
H18O9 | ωB97M-V/def2-TZVPD

Geometry as XYZ:
```
27
Properties=species:S:1:pos:R:3
H -0.66 0.48 -0.71
H -0.29 -0.60 0.29
H 2.88 -3.63 0.00
H 2.01 -2.60 -0.69
H -1.94 -1.32 -2.12
H -2.09 0.17 -1.89
H 0.04 -2.51 0.62
H -1.08 -1.97 1.49
H 3.06 1.83 -0.69
H 4.22 0.89 -0.38
H 1.83 -0.25 -0.77
H 1.09 0.94 -0.17
H -4.43 0.12 0.25
H -4.34 -1.35 0.62
H 1.73 0.84 1.72
H 0.56 1.82 1.71
H -0.01 3.46 -0.53
H -1.47 3.49 -0.13
O -0.45 0.35 0.22
O 2.92 -2.78 -0.44
O -2.45 -0.68 -1.61
O -0.12 -1.99 1.41
O 3.31 0.90 -0.70
O 0.94 0.11 -0.64
O -4.96 -0.61 0.60
O 1.50 1.75 1.94
O -0.83 2.97 -0.61
```

Values from the calculation:
highest occupied orbital energy = -7.1 eV
frontier orbital gap = 7.0 eV
E_LUMO = 0.0 eV
relative energy (zero: lowest compared OMol25 entry of this formula, charge and spin) = 183.9 kcal/mol
E = -18714.1588 eV

| no. | maximum force (hartree/bohr) |
| --- | --- |
| 1 | 0.0818 |
| 2 | 0.0941 |
| 3 | 0.0521 |
| 4 | 0.0263 |
| 5 | 0.1395 |
| 6 | 0.1327 |
| 7 | 0.0131 |
| 8 | 0.0223 |
| 9 | 0.1779 |
| 10 | 0.2598 |
| 11 | 0.1135 |
| 12 | 0.3094 |